Record 1
The following is a quantum chemistry calculation of a structure of composition C22H22Br2ClN3O2Ru in a non-equilibrium geometry, from the Open Molecules 2025 dataset.

Values from the calculation:
Charge   +2
2S+1   5
Strongest force on any atom   6.77 eV/Å
Calculated total energy   -186903.953 eV

CARTESIAN COORDINATES (ANGSTROEM)
Ru  0.00000  0.00000  0.00000
Br  -2.86376  6.09665  -0.50005
Br  -3.64581  0.85634  5.62096
Cl  4.91077  -5.23384  -3.92534
O  0.07116  -1.21296  -2.69487
O  0.55936  0.83995  -1.74263
N  -1.13065  0.25582  1.75203
N  1.49059  2.01671  -3.76228
N  -0.88558  1.89771  -0.16586
C  0.46795  -0.02895  -2.67171
C  3.08176  0.95582  -5.12196
C  2.20414  -2.32173  -1.78402
C  1.65962  -3.35353  -2.55518
C  2.91194  2.09610  -4.14160
C  1.33239  -1.42347  -1.04786
C  -1.83033  1.40359  1.93957
C  -1.18417  -0.69514  2.70770
C  3.59357  -2.19568  -1.68585
C  0.99077  0.57388  -4.00341
C  -2.62288  0.60984  4.04950
C  2.22233  -0.14784  -4.52991
C  -2.29364  3.60456  0.75797
C  -0.67962  2.68589  -1.24149
C  -1.24102  3.93646  -1.38974
C  -1.68839  2.35476  0.82856
C  2.49674  -4.25202  -3.22282
C  4.43205  -3.09499  -2.35052
C  3.87943  -4.12021  -3.11519
C  -2.05867  4.39060  -0.36663
C  -1.91318  -0.56743  3.87110
C  -2.59089  1.61268  3.08458
H  4.12752  0.65600  -5.23417
H  4.03650  -1.40499  -1.08442
H  0.32635  -1.76325  -0.72303
H  0.19531  0.65196  -4.75101
H  1.34436  2.08459  -2.72098
H  1.73974  -0.73793  -0.27454
H  2.06383  -5.05176  -3.81771
H  0.85563  2.69799  -4.18263
H  3.50361  1.95014  -3.23235
H  2.70160  1.24249  -6.10993
H  -3.15016  2.52691  3.23740
H  5.50994  -2.99289  -2.26198
H  -1.92165  -1.36272  4.60666
H  -0.02860  2.26509  -2.00245
H  3.10915  3.08030  -4.57331
H  0.58173  -3.47012  -2.64031
H  -0.60386  -1.58952  2.49997
H  1.96170  -0.90303  -5.27819
H  2.76280  -0.65731  -3.72272
H  -2.93448  3.97223  1.54921
H  0.17207  -1.48836  1.04684
H  -1.04246  4.52873  -2.27486

Forces on atoms 1 to 2 (eV/Å):
-1.4800 -3.3238 5.7109
0.2294 -0.5333 0.0790



Record 2
The following is a quantum chemistry calculation of a structure of composition C22H22BrCl2N2O9P2W in a non-equilibrium geometry, from the Open Molecules 2025 dataset.

Values from the calculation:
Charge   +1
ΔE to the lowest compared entry with this formula, charge and spin   331.6 kJ/mol
2S+1   3
Strongest force on any atom   4.30 eV/Å
Calculated total energy   -160065.917 eV

CARTESIAN COORDINATES (ANGSTROEM)
W  0.09920  -0.86310  -0.01960
Br  -0.19560  -1.53750  -8.24460
Cl  0.76100  -3.15470  -0.64540
Cl  -3.37650  -1.28980  0.39900
P  -1.38880  1.83460  -1.02530
P  0.19320  2.44340  1.29990
O  0.76650  0.89980  -3.48590
O  0.13530  2.19620  -1.37930
O  -1.25150  4.23410  0.16500
O  0.46140  -0.59460  -1.87870
O  -1.32380  0.39970  -0.36090
O  -0.04520  2.30250  2.84890
O  1.14760  3.67420  1.17570
O  -2.34330  1.99850  -2.11020
O  0.84820  1.16170  0.85250
N  1.96680  -1.23290  0.90920
N  2.08320  -1.34690  2.22350
C  3.38710  -0.57240  -0.90610
C  -0.73340  -2.37440  -3.69010
C  0.96670  -1.11890  4.30980
C  3.14410  -1.43920  0.16780
C  -0.42390  -1.86590  -6.39060
C  -1.42310  2.87540  0.49710
C  -1.90570  -2.22980  0.08610
C  0.07150  -0.95560  -5.47490
C  -0.08600  -1.21460  -4.11540
C  -1.24260  -3.26280  -4.62080
C  5.19490  -2.59410  -0.27700
C  4.55060  -0.71430  -1.64120
C  0.41660  -0.22180  -3.14560
C  5.45040  -1.72650  -1.33010
C  4.05120  -2.45360  0.48510
C  -0.17700  -0.83650  5.00740
C  -1.36450  -0.59310  4.32780
C  -1.08980  -3.01300  -5.97560
C  -1.39850  -0.67710  2.93960
C  0.95200  -1.17770  2.90300
C  -2.65310  2.62000  1.34420
C  -0.28840  -0.98200  2.16990
H  -1.48230  -3.70190  -6.70920
H  0.03710  3.10980  3.36010
H  1.90120  -1.32160  4.80430
H  -2.35900  -0.50610  2.46030
H  0.57710  -0.05820  -5.79590
H  1.10600  4.17200  0.35570
H  -2.61360  3.19830  2.26470
H  -0.82890  -2.56800  -2.62770
H  5.89650  -3.38000  -0.04490
H  0.44040  1.94110  -2.30110
H  -1.96590  4.51290  -0.42470
H  -2.73850  1.56140  1.58130
H  6.35620  -1.82930  -1.90760
H  -2.10300  -2.70860  -0.88370
H  -3.53710  2.91430  0.77690
H  -2.26480  -0.35470  4.86730
H  -1.75790  -4.15490  -4.29500
H  -1.89410  -3.02760  0.84260
H  4.76760  -0.02640  -2.44530
H  2.69170  0.25340  -1.08880
H  -0.16370  -0.80690  6.08520
H  3.83370  -3.11850  1.30780

Forces on atoms 1 to 2 (eV/Å):
-2.0408 -1.8254 3.3168
-0.1991 -0.2759 1.6055



Record 3
The following is a quantum chemistry calculation of a structure of composition C22H22ClN3O4S4SeW, from the Open Molecules 2025 dataset.

Values from the calculation:
ΔE to the lowest compared entry with this formula, charge and spin   0.0 kJ/mol
2S+1   1
Strongest force on any atom   0.57 eV/Å
Calculated total energy   -158860.044 eV

CARTESIAN COORDINATES (ANGSTROEM)
W  0.11433  -0.02900  -0.49697
Se  0.90839  1.62705  -2.34074
Cl  -2.27802  -1.16550  -1.74240
S  -1.62496  1.59243  0.09376
S  1.10680  1.96034  0.60582
S  2.54144  -0.27462  -0.45700
S  0.48524  -2.39868  -0.51938
O  -1.07124  -0.47191  -2.30453
O  -3.43325  -0.39771  -1.95500
O  -2.36124  -2.48498  -2.21390
O  -1.88956  -1.14031  -0.29128
N  1.24665  5.28022  2.22325
N  0.04721  -0.48772  1.76806
N  -3.13605  4.80336  1.38045
C  0.41658  0.86843  -4.04188
C  2.08625  -2.84238  -0.10448
C  1.15900  -0.64904  2.50235
C  2.34870  -4.30167  0.13079
C  -0.63946  -0.60425  -7.93832
C  4.46345  -2.08464  0.31394
C  -0.73320  1.35276  -4.67565
C  1.21067  -0.10871  -4.65013
C  -1.24600  -0.99041  3.71314
C  2.41432  -0.69243  -3.96476
C  3.01556  -1.86588  -0.03034
C  -0.71958  3.91127  1.26834
C  -2.05681  4.40933  1.32413
C  -0.27979  -0.10543  -6.56630
C  -1.13687  -0.65360  2.37590
C  0.84751  -0.57785  -5.90718
C  -1.63335  2.37136  -4.03080
C  -0.45748  2.68879  0.73492
C  -1.05678  0.85615  -5.93296
C  0.35354  4.68863  1.80379
C  -0.09882  -1.16774  4.46073
C  1.12481  -0.99021  3.83799
H  -0.17423  0.01342  -8.70980
H  1.86778  -4.64437  1.04866
H  5.01530  -1.14660  0.28462
H  -1.95721  2.05011  -3.03866
H  2.09839  -0.47757  2.00249
H  -1.71687  -0.57650  -8.10007
H  -1.94968  1.22702  -6.42532
H  -1.13217  3.33144  -3.89990
H  3.00056  -1.29685  -4.65623
H  1.95593  -4.90309  -0.69004
H  4.57258  -2.50770  1.31424
H  -2.23058  -1.09949  4.14469
H  -2.51950  2.53485  -4.64388
H  -2.01956  -0.49904  1.78071
H  3.41640  -4.49637  0.21338
H  4.93370  -2.77085  -0.39229
H  2.05690  -1.09830  4.37430
H  -0.15425  -1.42904  5.50914
H  -0.29778  -1.62844  -8.08891
H  1.46105  -1.33854  -6.37852
H  2.10799  -1.33211  -3.13202
H  3.05554  0.08384  -3.54438

Forces on atoms 1 to 2 (eV/Å):
0.3163 -0.4743 0.0563
0.0227 0.0360 -0.1509



Which value of strongest force on any atom does entry 3 give?
0.57 eV/Å